(1)
C4H11N3O2 | wB97M-V/def2-TZVPD

Results
* LUMO energy: 0.78 eV
* energy above the lowest of the compared OMol25 structures with the same formula, charge and spin: 0.986 eV
* calculated total energy: -12891.8439 eV
* strongest force on any atom: 2.4 eV/Å
* HOMO energy: -8.570 eV

Last columns: bonded neighbours and bond lengths (Å).
Element x y z (Å)
1 C -0.17510 1.60287 1.24194  N3 1.455, H7 1.093, H8 1.091, H13 1.080
2 C -1.74490 -0.20944 1.45674  N3 1.354, N4 1.427, N5 1.274
3 N -1.24974 0.79186 0.69141  C1 1.455, C2 1.354, H6 0.996
4 N -1.68167 -0.01969 2.86991  C2 1.427, H9 1.016, H10 1.007
5 N -2.30472 -1.20562 0.89376  C2 1.274, H12 1.007
6 H -1.38684 0.71183 -0.29144  N3 0.996
7 H 0.68378 1.02523 1.59199  C1 1.093
8 H -0.55110 1.97565 2.19541  C1 1.091
9 H -0.75190 -0.25982 3.20134  N4 1.016
10 H -2.34168 -0.64570 3.30276  N4 1.007
11 H -0.04325 -1.53572 -1.41141  O17 0.971
12 H -2.75276 -1.84102 1.53336  N5 1.007
13 H 0.13827 2.44211 0.63802  C1 1.080
14 C 2.56634 -0.32534 -2.90666  C15 1.490, H18 1.068, H19 1.066, H20 1.083
15 C 1.28027 -0.37798 -2.15571  C14 1.490, O16 1.214, O17 1.333
16 O 0.71093 0.63329 -1.79794  C15 1.214
17 O 0.86284 -1.58005 -1.75834  H11 0.971, C15 1.333
18 H 2.45549 0.14975 -3.85691  C14 1.068
19 H 2.86047 -1.32987 -3.10691  C14 1.066
20 H 3.42528 -0.00235 -2.33132  C14 1.083

(2)
C5H11N | wB97M-V/def2-TZVPD

Results
* LUMO energy: 0.95 eV
* energy above the lowest of the compared OMol25 structures with the same formula, charge and spin: 3.882 eV
* calculated total energy: -6849.6468 eV
* strongest force on any atom: 0.3 eV/Å
* HOMO energy: -6.899 eV

Last columns: bonded neighbours and bond lengths (Å).
Element x y z (Å)
1 C -1.70606 0.50392 -1.03198  N2 1.305, H7 1.083, H9 1.081
2 N -0.92098 0.64857 0.00090  C1 1.305, C3 1.460, C4 1.310
3 C -0.98377 1.08845 1.39178  N2 1.460, C4 1.472, H10 1.093, H11 1.098
4 C 0.22645 0.75006 0.62470  N2 1.310, C3 1.472, C6 1.483
5 C 0.56331 -2.33455 -0.46843  H8 1.094, H12 1.092, H13 1.094, H14 1.093
6 C 1.56761 1.24678 0.23296  C4 1.483, H15 1.094, H16 1.096, H17 1.102
7 H -1.26437 0.34489 -2.00744  C1 1.083
8 H -0.37817 -1.90938 -0.82882  C5 1.094
9 H -2.77468 0.48781 -0.87113  C1 1.081
10 H -1.39683 0.37559 2.11027  C3 1.093
11 H -1.35291 2.11573 1.51431  C3 1.098
12 H 0.78498 -1.91900 0.51677  C5 1.092
13 H 1.36853 -2.07203 -1.16078  C5 1.094
14 H 0.47747 -3.42193 -0.40687  C5 1.093
15 H 2.27265 1.13043 1.06076  C6 1.094
16 H 1.94959 0.65831 -0.60860  C6 1.096
17 H 1.56716 2.30635 -0.06842  C6 1.102

(3)
C5H7N3 | wB97M-V/def2-TZVPD

Results
* LUMO energy (spin up / spin down): 1.08 / -1.42 eV
* energy above the lowest of the compared OMol25 structures with the same formula, charge and spin: 2.350 eV
* calculated total energy: -9761.8571 eV
* 2S+1: 3
* expectation value of S²: 2.019
* strongest force on any atom: 6.7 eV/Å
* HOMO energy (spin up / spin down): -7.771 / -8.091 eV

Last columns: bonded neighbours and bond lengths (Å).
Element x y z (Å)
1 C 1.02730 1.27761 -0.20838  C5 1.475, N6 1.284, H9 1.193
2 C 1.89580 -1.00232 -0.16322  C5 1.600, N7 1.212, H10 1.173
3 C -3.12828 -0.08516 0.13841  C4 1.331, H11 1.027, H12 1.058
4 C -1.96383 -0.62387 -0.21667  C3 1.331, N8 1.363, H13 1.017
5 C 2.07375 0.46715 0.44330  C1 1.475, C2 1.600, H14 1.003, H15 1.191
6 N -0.16760 0.86369 -0.43210  C1 1.284, N8 1.221
7 N 0.93974 -1.74283 -0.08022  C2 1.212
8 N -0.82566 0.02302 0.16115  C4 1.363, N6 1.221
9 H 1.40870 2.22648 -0.82269  C1 1.193
10 H 2.81161 -1.20490 -0.86697  C2 1.173
11 H -4.02696 -0.57878 0.08812  C3 1.027
12 H -3.21260 0.89557 0.52634  C3 1.058
13 H -1.69999 -1.56606 -0.49356  C4 1.017
14 H 3.02472 0.76416 0.32868  C5 1.003
15 H 1.84330 0.28625 1.59782  C5 1.191

(4)
C3H5FN2S | wB97M-V/def2-TZVPD

Results
* LUMO energy: 0.68 eV
* energy above the lowest of the compared OMol25 structures with the same formula, charge and spin: 1.091 eV
* calculated total energy: -19723.5346 eV
* strongest force on any atom: 3.5 eV/Å
* HOMO energy: -8.464 eV

Last columns: bonded neighbours and bond lengths (Å).
Element x y z (Å)
1 C -1.31307 0.12459 -0.09768  N9 1.393, N10 1.360, S12 1.680
2 C 0.90450 -1.02420 0.24373  C3 1.345, H7 1.152, N10 1.468
3 C 1.92811 -0.23694 -0.13150  C2 1.345, H8 1.082, F11 1.452
4 H -0.00330 1.65971 0.24008  N9 1.003
5 H -1.70926 2.04340 0.36087  N9 1.072
6 H -0.95852 -1.62385 -0.32370  N10 1.009
7 H 1.08324 -2.03372 0.76968  C2 1.152
8 H 2.90714 -0.04660 0.28784  C3 1.082
9 N -0.91924 1.32910 0.48120  C1 1.393, H4 1.003, H5 1.072
10 N -0.37923 -0.80524 -0.43295  C1 1.360, C2 1.468, H6 1.009
11 F 1.39028 0.81194 -0.97972  C3 1.452
12 S -2.93065 -0.19818 -0.41786  C1 1.680

(5)
C6H12 | wB97M-V/def2-TZVPD

Results
* LUMO energy: 1.26 eV
* energy above the lowest of the compared OMol25 structures with the same formula, charge and spin: 1.834 eV
* calculated total energy: -6415.1068 eV
* strongest force on any atom: 0.2 eV/Å
* HOMO energy: -9.105 eV

Last columns: bonded neighbours and bond lengths (Å).
Element x y z (Å)
1 C -2.17180 -0.93814 -1.22001  C2 1.501, H7 1.095, H8 1.097, H9 1.096
2 C -1.09504 -0.69218 -0.20311  C1 1.501, C3 1.332, H10 1.092
3 C -1.18154 0.22614 0.75751  C2 1.332, C4 1.500, H12 1.092
4 C -0.17395 0.46836 1.84236  C3 1.500, H11 1.097, H13 1.098, H14 1.094
5 C 2.79785 0.37235 -0.13947  C6 1.328, H15 1.088, H16 1.087
6 C 1.88356 0.57326 -1.08168  C5 1.328, H17 1.087, H18 1.088
7 H -2.96924 -0.19300 -1.12862  C1 1.095
8 H -2.62070 -1.92953 -1.08008  C1 1.097
9 H -1.78615 -0.90281 -2.24580  C1 1.096
10 H -0.20454 -1.32128 -0.26428  C2 1.092
11 H -0.61547 0.25059 2.82262  C4 1.097
12 H -2.07363 0.85441 0.79022  C3 1.092
13 H 0.14621 1.51855 1.86581  C4 1.098
14 H 0.71454 -0.15854 1.72141  C4 1.094
15 H 2.68415 0.78237 0.86155  C5 1.088
16 H 3.69576 -0.21106 -0.32600  C5 1.087
17 H 0.97459 1.13743 -0.88964  C6 1.087
18 H 1.99539 0.16308 -2.08279  C6 1.088

Question: What is the energy above the lowest of the compared OMol25 structures with the same formula, charge and spin in the third record?
Answer: 2.350 eV